{"formula": "C50H44BrCaN3O2P2STe", "method": "the ωB97M-V functional and the def2-TZVPD basis", "elements": ["Ca", "Br", "C", "C", "C", "C", "O", "C", "C", "N", "C", "C", "C", "C", "C", "C", "C", "C", "N", "C", "C", "H", "H", "H", "H", "H", "H", "H", "H", "H", "H", "Te", "C", "C", "C", "N", "C", "C", "C", "P", "C", "C", "C", "C", "C", "C", "C", "C", "C", "C", "C", "C", "P", "C", "C", "C", "C", "C", "C", "C", "C", "C", "C", "C", "C", "H", "H", "H", "H", "H", "H", "H", "H", "H", "H", "H", "H", "H", "H", "H", "H", "H", "H", "H", "H", "H", "H", "H", "H", "C", "C", "S", "O", "C", "C", "H", "H", "H", "H", "H", "H", "H", "H", "H", "H"], "positions_angstrom": [[-0.697, 0.860, 0.331], [-6.704, 0.544, 4.956], [-5.021, 0.539, 4.094], [-4.078, -0.450, 4.428], [-2.851, -0.478, 3.825], [-2.486, 0.474, 2.826], [-1.321, 0.466, 2.314], [-3.473, 1.451, 2.477], [-3.307, 2.457, 1.455], [-2.431, 2.473, 0.509], [-2.536, 3.433, -0.535], [-3.678, 4.129, -0.838], [-3.709, 5.088, -1.878], [-2.596, 5.333, -2.621], [-1.414, 4.587, -2.385], [-0.239, 4.778, -3.157], [0.855, 4.009, -2.925], [0.776, 3.008, -1.930], [-0.284, 2.807, -1.191], [-1.384, 3.612, -1.375], [-4.712, 1.479, 3.154], [-4.330, -1.188, 5.179], [-2.113, -1.225, 4.086], [-4.054, 3.255, 1.502], [-4.583, 3.953, -0.274], [-4.627, 5.626, -2.069], [-2.600, 6.080, -3.404], [-0.236, 5.538, -3.929], [1.770, 4.127, -3.489], [1.610, 2.339, -1.741], [-5.435, 2.246, 2.897], [3.328, -2.072, 2.073], [4.489, -3.358, 0.874], [4.803, -4.647, 1.281], [5.546, -5.456, 0.432], [5.982, -5.079, -0.768], [5.676, -3.835, -1.142], [4.946, -2.946, -0.372], [2.380, -1.068, 0.535], [2.326, 0.682, 0.570], [4.065, 1.257, 0.524], [4.697, 1.271, -0.722], [6.040, 1.587, -0.843], [6.779, 1.898, 0.292], [6.163, 1.893, 1.533], [4.815, 1.575, 1.650], [1.816, 1.472, 2.184], [1.774, 2.871, 2.200], [1.366, 3.559, 3.330], [0.982, 2.855, 4.467], [1.004, 1.471, 4.459], [1.412, 0.786, 3.320], [0.736, -1.706, 0.071], [0.871, -3.525, 0.038], [1.786, -4.171, -0.793], [1.886, -5.551, -0.788], [1.067, -6.303, 0.048], [0.156, -5.671, 0.879], [0.060, -4.284, 0.872], [0.642, -1.439, -1.777], [-0.479, -1.933, -2.451], [-0.655, -1.716, -3.806], [0.283, -0.976, -4.523], [1.403, -0.490, -3.870], [1.582, -0.726, -2.509], [4.460, -5.040, 2.230], [5.788, -6.471, 0.731], [6.039, -3.531, -2.120], [4.712, -1.954, -0.743], [4.128, 1.021, -1.611], [6.511, 1.587, -1.818], [7.831, 2.141, 0.207], [6.734, 2.127, 2.423], [4.353, 1.565, 2.628], [2.078, 3.426, 1.317], [1.350, 4.642, 3.327], [0.657, 3.389, 5.352], [0.690, 0.917, 5.334], [1.380, -0.297, 3.313], [2.435, -3.583, -1.433], [2.611, -6.041, -1.426], [1.146, -7.383, 0.053], [-0.476, -6.254, 1.537], [-0.642, -3.785, 1.531], [-1.217, -2.505, -1.899], [-1.519, -2.132, -4.311], [0.147, -0.797, -5.582], [2.156, 0.063, -4.420], [2.481, -0.391, -2.009], [-5.859, -1.461, 0.540], [-4.730, -1.610, -0.471], [-3.856, -0.050, -0.710], [-2.386, -0.389, -0.474], [-4.001, 0.156, -2.487], [-5.338, 0.783, -2.850], [-6.420, -2.393, 0.610], [-6.555, -0.672, 0.251], [-5.473, -1.216, 1.530], [-5.079, -1.978, -1.436], [-3.941, -2.272, -0.110], [-3.843, -0.815, -2.959], [-3.153, 0.792, -2.750], [-6.169, 0.097, -2.676], [-5.350, 1.052, -3.906], [-5.519, 1.690, -2.271]], "forces_ev_per_a": [[1.0, -0.2, -0.4], [-0.1, 0.0, 0.0], [0.2, 0.0, -0.1], [0.0, -0.1, 0.1], [-0.1, 0.0, -0.1], [0.1, 0.2, 0.0], [-0.4, -0.1, 0.6], [-0.1, 0.3, -0.1], [-0.1, -0.1, 0.2], [-0.1, 0.3, -0.3], [0.2, -0.3, 0.2], [-0.1, 0.2, -0.1], [0.0, -0.2, 0.2], [0.1, 0.0, -0.1], [0.0, 0.2, -0.2], [-0.1, 0.1, 0.0], [0.1, -0.2, 0.1], [0.1, 0.0, -0.1], [-0.5, 0.3, 0.2], [0.1, -0.2, 0.2], [0.0, 0.0, 0.0], [0.0, 0.0, 0.0], [0.0, 0.0, 0.0], [0.0, 0.0, 0.0], [0.0, 0.0, 0.0], [0.0, 0.0, 0.0], [0.0, 0.0, 0.0], [0.0, 0.0, 0.0], [0.0, 0.0, 0.0], [0.0, 0.0, 0.0], [0.0, 0.0, 0.0], [0.1, -0.2, 0.3], [0.1, 0.0, -0.1], [0.1, 0.0, 0.0], [0.0, 0.0, 0.0], [0.0, 0.1, 0.0], [0.0, 0.0, -0.1], [0.0, -0.1, 0.0], [-0.5, 0.1, 0.1], [0.0, 0.2, 0.2], [0.0, -0.1, -0.3], [0.0, 0.0, 0.0], [0.0, 0.0, 0.0], [0.0, 0.0, 0.0], [0.0, 0.0, 0.0], [0.0, 0.0, 0.1], [0.1, -0.1, -0.3], [-0.1, 0.0, 0.0], [0.0, 0.0, 0.0], [0.0, 0.0, 0.0], [0.0, 0.0, 0.0], [0.0, -0.1, 0.0], [0.5, 0.2, -0.5], [0.0, 0.0, 0.2], [0.0, 0.0, 0.0], [0.0, 0.0, 0.0], [0.0, 0.0, 0.0], [0.0, 0.0, 0.0], [0.0, 0.0, 0.0], [0.0, 0.0, 0.1], [-0.1, 0.0, 0.1], [0.0, 0.0, 0.0], [0.0, 0.0, 0.0], [0.1, 0.0, 0.0], [0.0, 0.0, -0.1], [0.0, 0.0, 0.0], [0.0, 0.0, 0.0], [0.0, 0.0, 0.0], [0.0, 0.0, 0.0], [0.0, 0.0, 0.0], [0.0, 0.0, 0.0], [0.0, 0.0, 0.0], [0.0, 0.0, 0.0], [0.0, 0.0, 0.0], [0.0, 0.0, 0.0], [0.0, 0.0, 0.0], [0.0, 0.0, 0.0], [0.0, 0.0, 0.0], [0.0, 0.0, 0.0], [0.0, 0.0, 0.0], [0.0, 0.0, 0.0], [0.0, 0.0, 0.0], [0.0, 0.0, 0.0], [0.0, 0.0, 0.0], [0.0, 0.0, 0.0], [0.0, 0.0, 0.0], [0.0, 0.0, 0.0], [0.0, 0.0, 0.0], [0.0, 0.0, 0.0], [0.0, 0.0, 0.0], [-0.1, -0.1, 0.1], [0.7, 0.0, 0.2], [-1.0, 0.0, -0.4], [0.0, -0.1, -0.2], [0.0, 0.0, -0.1], [0.0, 0.0, 0.0], [0.0, 0.0, 0.0], [0.0, 0.0, 0.0], [0.0, 0.0, 0.0], [0.0, 0.0, 0.0], [0.0, 0.0, 0.0], [-0.1, 0.1, 0.0], [0.0, 0.0, 0.0], [0.0, 0.0, 0.0], [0.0, 0.0, 0.0]], "lumo_energy_ha": -0.03015, "homo_energy_ev": -6.18, "orbital_gap_ev": 5.4, "total_energy_ha": -6847.09399}